Formula: C4H12S4
Source: the OMol25 dataset
Level of theory: ωB97M-V/def2-TZVPD

As for the energy relative to the best compared isomer or geometry (same formula, charge and spin): 0.225 eV. The lowest unoccupied orbital energy comes out at 0.8 eV. The calculated total energy is -47683.564 eV. The value obtained for the HOMO energy is -8.73 eV. The calculation puts the frontier orbital gap at 9.51 eV. Its largest force on an atom is 1.1 eV/A.

Each line ends with the natural charge from an NBO analysis.
Element x y z (Å)
C -2.532 -0.904 -1.140  -0.75
S -1.715 -2.533 -1.040  0.08
S 0.283 -2.217 -1.340  0.10
C 0.532 -2.471 -3.106  -0.77
H -2.622 -0.553 -2.181  0.22
H -1.962 -0.155 -0.564  0.22
H -3.543 -0.985 -0.707  0.23
H 1.591 -2.362 -3.394  0.23
H -0.071 -1.774 -3.712  0.22
H 0.210 -3.502 -3.332  0.22
C 1.920 1.285 3.544  -0.76
S 2.502 1.279 1.809  0.09
S 0.789 0.743 0.847  0.09
C -0.058 2.356 0.667  -0.75
H 1.593 2.264 3.933  0.21
H 2.794 0.949 4.126  0.22
H 1.102 0.559 3.687  0.23
H -1.086 2.100 0.362  0.22
H 0.376 3.031 -0.089  0.22
H -0.101 2.890 1.632  0.22